1.
This record from OMol25 describes a cluster of 12 separate species, C61H132B3F15N8O10 in total at a distorted geometry. The level of theory is the ωB97M-V functional and the def2-TZVPD basis.

Calculated values
DFT total energy: -5165.3948 hartree
multiplicity: 1
LUMO: -9.49 eV
net charge: +4

Last column: Löwdin charge in e.
Positions of all 229 atoms, in Å:
1 C -1.38 -5.47 -3.93  0.037
2 C -1.90 -4.01 -3.71  -0.459
3 C -2.33 -3.35 -4.95  -0.147
4 C -3.19 -2.12 -4.84  -0.116
5 C -4.48 -2.62 -4.11  -0.097
6 C -4.19 -3.18 -2.74  -0.473
7 N -3.06 -4.13 -2.84  0.047
8 O -3.02 -5.06 -1.95  0.149
9 C -5.39 -3.93 -2.14  0.001
10 C -3.69 -2.09 -1.78  0.029
11 C -0.86 -3.18 -2.93  0.026
12 H -2.29 -6.11 -4.03  0.118
13 H -0.74 -5.76 -3.13  0.077
14 H -0.72 -5.47 -4.79  0.110
15 H -2.82 -4.05 -5.63  0.150
16 H -1.38 -3.11 -5.41  0.139
17 H -3.48 -1.95 -5.84  0.109
18 H -2.74 -1.26 -4.34  0.113
19 H -5.06 -3.32 -4.70  0.138
20 H -5.22 -1.82 -3.96  0.131
21 H -5.36 -3.92 -1.06  0.084
22 H -5.73 -4.87 -2.57  0.110
23 H -6.20 -3.20 -2.38  0.103
24 H -3.35 -2.49 -0.79  0.117
25 H -4.64 -1.51 -1.71  0.096
26 H -2.91 -1.45 -2.22  0.088
27 H -0.98 -2.11 -3.13  0.086
28 H 0.07 -3.61 -3.36  0.089
29 H -0.84 -3.31 -1.85  0.069
30 C -10.08 0.01 0.30  -0.001
31 C -8.62 -0.17 0.76  -0.452
32 C -8.01 1.20 0.88  -0.112
33 C -6.83 1.27 1.85  -0.138
34 C -7.16 0.66 3.23  -0.130
35 C -7.53 -0.78 3.11  -0.447
36 N -8.66 -0.86 2.08  0.008
37 O -9.51 -1.62 2.26  0.267
38 C -8.06 -1.28 4.47  -0.007
39 C -6.30 -1.61 2.78  0.008
40 C -7.79 -1.07 -0.18  0.026
41 H -10.59 0.78 0.86  0.093
42 H -10.70 -0.90 0.13  0.112
43 H -10.01 0.50 -0.72  0.127
44 H -8.81 1.89 1.17  0.138
45 H -7.73 1.45 -0.11  0.110
46 H -6.55 2.31 1.96  0.115
47 H -5.88 0.75 1.50  0.129
48 H -8.01 1.28 3.65  0.157
49 H -6.39 0.66 3.98  0.110
50 H -7.39 -1.01 5.29  0.108
51 H -8.24 -2.34 4.52  0.093
52 H -8.94 -0.67 4.76  0.111
53 H -5.57 -1.36 3.53  0.101
54 H -5.85 -1.37 1.83  0.060
55 H -6.47 -2.68 2.77  0.105
56 H -6.76 -1.05 0.19  0.070
57 H -7.94 -0.63 -1.21  0.132
58 H -8.17 -2.07 -0.26  0.090
59 C 1.77 -3.04 1.18  -0.004
60 C 2.36 -4.36 1.59  -0.444
61 C 2.20 -4.70 3.05  -0.110
62 C 0.79 -5.00 3.46  -0.165
63 C 0.18 -6.08 2.64  -0.130
64 C 0.33 -5.94 1.12  -0.430
65 N 1.71 -5.55 0.91  0.042
66 O 2.43 -6.39 0.33  0.213
67 C -0.73 -4.89 0.55  0.035
68 C 0.08 -7.30 0.47  -0.011
69 C 3.82 -4.33 1.15  -0.001
70 H 1.66 -2.76 0.17  0.069
71 H 2.44 -2.32 1.66  0.104
72 H 0.82 -2.83 1.69  0.076
73 H 2.67 -3.83 3.53  0.144
74 H 2.85 -5.53 3.21  0.131
75 H 0.12 -4.09 3.49  0.142
76 H 0.87 -5.42 4.44  0.122
77 H -0.85 -6.26 2.97  0.144
78 H 0.67 -7.04 2.92  0.151
79 H -1.57 -5.50 0.17  0.087
80 H -0.34 -4.34 -0.34  0.061
81 H -1.04 -4.18 1.31  0.078
82 H 0.11 -7.23 -0.62  0.105
83 H -0.88 -7.73 0.85  0.131
84 H 0.84 -7.98 0.80  0.082
85 H 4.29 -3.44 1.55  0.070
86 H 3.85 -4.39 0.05  0.095
87 H 4.38 -5.23 1.51  0.113
88 C 6.91 -3.06 3.77  -0.026
89 C 7.43 -1.83 3.08  -0.411
90 C 7.88 -0.85 4.15  -0.107
91 C 8.96 0.15 3.70  -0.175
92 C 10.12 -0.63 3.22  -0.168
93 C 9.88 -1.54 2.00  -0.400
94 N 8.62 -2.43 2.23  -0.073
95 O 8.57 -3.40 1.75  0.287
96 C 11.07 -2.55 1.86  0.024
97 C 9.50 -0.61 0.85  0.013
98 C 6.48 -1.29 1.96  0.022
99 H 6.36 -2.68 4.61  0.088
100 H 7.74 -3.57 4.25  0.108
101 H 6.30 -3.82 3.22  0.107
102 H 8.35 -1.45 4.98  0.150
103 H 6.94 -0.45 4.54  0.138
104 H 9.23 0.76 4.57  0.134
105 H 8.66 0.89 2.92  0.123
106 H 10.53 -1.21 4.07  0.145
107 H 10.89 0.13 2.99  0.155
108 H 11.88 -1.87 2.16  0.105
109 H 11.24 -3.03 0.87  0.115
110 H 10.94 -3.26 2.67  0.094
111 H 8.91 0.24 1.08  0.067
112 H 9.19 -1.23 -0.02  0.115
113 H 10.51 -0.39 0.55  0.107
114 H 5.54 -1.24 2.49  0.085
115 H 6.34 -1.91 1.06  0.103
116 H 6.82 -0.31 1.66  0.073
117 C 1.81 -0.27 -2.07  -0.022
118 C 2.47 0.69 -3.01  -0.450
119 C 3.56 1.48 -2.25  -0.138
120 C 4.62 2.16 -3.04  -0.149
121 C 5.27 1.07 -3.94  -0.105
122 C 4.38 0.31 -4.93  -0.422
123 N 3.09 -0.05 -4.16  0.079
124 O 2.37 -0.98 -4.65  0.184
125 C 4.92 -1.05 -5.40  -0.007
126 C 3.98 1.17 -6.14  0.025
127 C 1.34 1.62 -3.55  0.019
128 H 2.50 -1.00 -1.63  0.078
129 H 1.02 -0.91 -2.55  0.101
130 H 1.34 0.35 -1.26  0.106
131 H 3.93 0.67 -1.61  0.123
132 H 2.94 2.07 -1.54  0.138
133 H 5.32 2.62 -2.36  0.120
134 H 4.25 3.07 -3.55  0.126
135 H 5.89 0.46 -3.27  0.134
136 H 5.95 1.59 -4.56  0.120
137 H 5.98 -0.89 -5.67  0.109
138 H 4.40 -1.55 -6.22  0.098
139 H 4.95 -1.83 -4.57  0.122
140 H 3.88 2.22 -5.93  0.091
141 H 3.15 0.68 -6.59  0.091
142 H 4.86 1.08 -6.79  0.117
143 H 0.65 1.05 -4.18  0.091
144 H 1.66 2.59 -4.03  0.118
145 H 0.80 1.80 -2.63  0.082
146 C -2.57 3.33 2.99  -0.029
147 C -1.95 2.63 4.13  -0.319
148 C -2.93 1.83 4.90  -0.239
149 O -2.38 0.90 5.77  -0.191
150 C -2.76 1.03 7.12  -0.067
151 N -0.92 1.67 3.60  0.243
152 H -0.71 0.97 4.28  0.139
153 H -1.27 1.17 2.73  0.127
154 H -0.07 2.13 3.32  0.105
155 H -1.88 3.54 2.16  0.094
156 H -3.24 4.15 3.26  0.112
157 H -3.19 2.60 2.51  0.070
158 H -1.41 3.33 4.83  0.184
159 H -3.72 1.30 4.30  0.150
160 H -3.52 2.50 5.50  0.125
161 H -2.49 0.08 7.64  0.108
162 H -3.85 1.27 7.16  0.096
163 H -2.29 1.91 7.59  0.103
164 C 0.39 6.53 -0.03  -0.055
165 C 0.85 6.76 1.38  -0.402
166 C 0.55 7.98 2.14  -0.201
167 O 1.65 8.88 1.91  -0.164
168 C 1.51 10.12 2.56  -0.104
169 N 0.21 5.62 2.12  0.032
170 H 0.91 3.96 1.92  0.035
171 H 0.30 5.88 3.11  0.098
172 H -0.74 5.66 1.86  0.060
173 H 0.95 7.13 -0.79  0.103
174 H -0.69 6.71 -0.19  0.089
175 H 0.52 5.47 -0.18  0.066
176 H 1.93 6.55 1.35  0.144
177 H 0.52 7.72 3.17  0.107
178 H -0.42 8.44 1.92  0.147
179 H 0.53 10.54 2.52  0.076
180 H 2.15 10.83 2.12  0.076
181 H 1.88 10.05 3.64  0.119
182 C -2.83 3.09 -7.00  -0.030
183 C -3.24 4.08 -5.90  -0.280
184 C -3.17 5.58 -6.47  -0.194
185 O -3.99 5.55 -7.60  -0.199
186 C -4.01 6.79 -8.29  -0.057
187 N -4.61 3.89 -5.30  0.217
188 H -4.69 4.21 -4.31  0.170
189 H -5.35 4.19 -5.95  0.184
190 H -4.82 2.94 -5.06  0.113
191 H -3.53 2.82 -7.81  0.106
192 H -2.47 2.20 -6.46  0.075
193 H -1.99 3.64 -7.44  0.092
194 H -2.53 3.99 -5.09  0.141
195 H -2.10 5.82 -6.65  0.142
196 H -3.63 6.27 -5.76  0.127
197 H -3.63 7.59 -7.69  0.086
198 H -4.98 6.98 -8.68  0.087
199 H -3.37 6.67 -9.18  0.108
200 C 2.28 2.72 2.60  -0.308
201 O 2.19 2.60 4.06  -0.089
202 O 1.13 3.03 1.97  0.030
203 C 3.57 3.55 2.34  -0.567
204 F 3.65 4.05 1.16  0.211
205 F 3.78 4.46 3.27  0.197
206 F 4.61 2.62 2.47  0.073
207 C 2.63 1.32 4.56  -0.268
208 C 2.40 1.14 6.03  -0.077
209 H 2.66 0.11 6.26  0.079
210 H 3.15 1.75 6.55  0.083
211 H 1.42 1.35 6.54  0.092
212 H 3.70 1.10 4.42  0.120
213 H 2.01 0.56 4.07  0.106
214 H 2.46 1.69 2.26  0.158
215 B -0.80 -0.17 0.95  -1.141
216 F -2.08 0.10 1.56  0.052
217 F -0.86 -1.21 0.00  0.113
218 F -0.31 1.04 0.42  0.104
219 F 0.02 -0.56 2.11  0.036
220 B 2.48 -4.01 -2.48  -1.125
221 F 3.25 -2.86 -2.05  0.041
222 F 3.34 -5.15 -2.49  0.096
223 F 1.42 -4.18 -1.48  0.031
224 F 1.98 -3.90 -3.79  0.097
225 B -5.93 1.68 -2.85  -1.180
226 F -5.01 2.83 -2.98  0.008
227 F -7.19 2.10 -2.51  0.144
228 F -5.99 1.12 -4.17  0.060
229 F -5.41 0.69 -2.01  0.115

2.
This record from OMol25 describes a structure of composition C61H39NO11PS at a distorted geometry. The level of theory is the ωB97M-V functional and the def2-TZVPD basis.

Calculated values
DFT total energy: -3969.6970 hartree
multiplicity: 1
LUMO: -4.45 eV
net charge: +1

Last column: Löwdin charge in e.
Positions of all 114 atoms, in Å:
1 C 1.30 -2.60 1.11  0.022
2 C 1.28 -1.19 1.74  -0.469
3 O 2.28 -0.65 1.98  0.215
4 O 0.01 -0.60 2.03  0.068
5 C -0.48 0.12 0.96  -0.529
6 O 0.25 0.75 0.28  0.177
7 C -2.02 0.11 0.71  -0.152
8 P -2.39 -1.57 -0.04  1.072
9 N -3.88 -2.25 0.47  -0.116
10 C -3.77 -2.58 1.67  -0.843
11 S -3.87 -3.30 3.04  0.932
12 H 1.31 -2.46 0.00  0.090
13 H 0.38 -3.15 1.42  0.075
14 H 2.16 -3.21 1.45  0.109
15 H -2.21 0.92 -0.04  0.107
16 H -2.59 0.31 1.64  0.120
17 H -2.54 -1.34 -1.44  0.062
18 H -1.27 -2.42 0.10  0.042
19 C -1.62 3.72 0.54  -0.072
20 C -2.12 3.84 1.84  -0.054
21 C -3.24 4.62 2.08  0.003
22 C -3.86 5.29 1.04  -0.070
23 C -3.35 5.19 -0.26  -0.077
24 C -2.23 4.40 -0.50  0.005
25 C -3.97 5.94 -1.38  -0.277
26 O -3.52 5.85 -2.50  0.112
27 C -5.14 6.81 -1.09  -0.084
28 C -5.70 7.56 -2.12  0.005
29 C -6.80 8.37 -1.86  -0.046
30 C -7.36 8.41 -0.59  -0.047
31 C -6.80 7.67 0.44  0.004
32 C -5.68 6.87 0.19  -0.083
33 C -5.07 6.10 1.31  -0.260
34 O -5.55 6.14 2.43  0.092
35 H -0.74 3.11 0.35  0.094
36 H -1.63 3.32 2.66  0.113
37 H -3.63 4.70 3.09  0.099
38 H -1.84 4.31 -1.51  0.124
39 H -5.28 7.53 -3.11  0.124
40 H -7.24 8.96 -2.66  0.112
41 H -8.22 9.03 -0.39  0.112
42 H -7.23 7.71 1.43  0.122
43 C 3.81 -2.89 -4.72  -0.047
44 C 4.17 -3.73 -5.77  -0.036
45 C 3.51 -4.94 -5.95  0.010
46 C 2.50 -5.32 -5.07  -0.082
47 C 2.15 -4.48 -4.01  -0.090
48 C 2.80 -3.26 -3.84  -0.002
49 C 1.11 -4.89 -3.04  -0.275
50 O 0.80 -4.16 -2.11  0.051
51 C 0.44 -6.21 -3.21  -0.088
52 C -0.50 -6.63 -2.28  -0.013
53 C -1.14 -7.85 -2.44  -0.059
54 C -0.84 -8.65 -3.54  -0.047
55 C 0.10 -8.24 -4.47  0.010
56 C 0.75 -7.02 -4.31  -0.078
57 C 1.78 -6.60 -5.29  -0.277
58 O 2.04 -7.30 -6.25  0.119
59 H 4.32 -1.94 -4.59  0.096
60 H 4.96 -3.44 -6.44  0.115
61 H 3.79 -5.59 -6.77  0.125
62 H 2.53 -2.61 -3.02  0.112
63 H -0.74 -6.01 -1.42  0.108
64 H -1.86 -8.18 -1.71  0.107
65 H -1.34 -9.60 -3.67  0.112
66 H 0.33 -8.86 -5.32  0.126
67 C 9.61 -3.00 -0.79  -0.053
68 C 8.36 -3.36 -1.27  -0.058
69 C 7.78 -2.65 -2.31  -0.003
70 C 8.46 -1.57 -2.87  -0.083
71 C 9.71 -1.20 -2.38  -0.080
72 C 10.29 -1.93 -1.34  0.004
73 C 10.43 -0.02 -2.94  -0.277
74 O 11.52 0.30 -2.51  0.113
75 C 9.78 0.76 -4.02  -0.082
76 C 10.41 1.90 -4.51  0.004
77 C 9.82 2.62 -5.54  -0.051
78 C 8.60 2.21 -6.08  -0.055
79 C 7.97 1.08 -5.58  -0.002
80 C 8.55 0.36 -4.55  -0.084
81 C 7.85 -0.83 -4.00  -0.271
82 O 6.78 -1.19 -4.47  0.082
83 H 10.06 -3.57 0.02  0.109
84 H 7.82 -4.19 -0.83  0.107
85 H 6.81 -2.93 -2.69  0.114
86 H 11.27 -1.65 -0.96  0.123
87 H 11.36 2.22 -4.10  0.123
88 H 10.31 3.51 -5.92  0.110
89 H 8.15 2.78 -6.88  0.109
90 H 7.02 0.77 -6.00  0.119
91 C -5.15 -2.18 8.58  -0.047
92 C -4.48 -2.43 7.39  -0.059
93 C -4.32 -1.42 6.46  -0.023
94 C -4.84 -0.16 6.70  -0.085
95 C -5.53 0.09 7.88  -0.076
96 C -5.68 -0.92 8.83  0.011
97 C -6.14 1.43 8.13  -0.276
98 O -6.74 1.65 9.16  0.119
99 C -6.00 2.48 7.09  -0.081
100 C -6.61 3.71 7.28  0.009
101 C -6.47 4.71 6.32  -0.036
102 C -5.72 4.47 5.17  -0.040
103 C -5.12 3.24 4.98  0.000
104 C -5.26 2.24 5.93  -0.085
105 C -4.64 0.91 5.69  -0.273
106 O -3.99 0.70 4.68  0.063
107 H -5.27 -2.96 9.32  0.112
108 H -4.08 -3.42 7.20  0.105
109 H -3.79 -1.62 5.53  0.072
110 H -6.21 -0.72 9.75  0.126
111 H -7.19 3.90 8.17  0.125
112 H -6.95 5.67 6.47  0.114
113 H -5.62 5.25 4.43  0.080
114 H -4.54 3.06 4.08  0.096

3.
This record from OMol25 describes a structure of composition C61H46BCl4N4O3P2Ti at a distorted geometry. The level of theory is the ωB97M-V functional and the def2-TZVPD basis.

Calculated values
DFT total energy: -6194.9547 hartree
multiplicity: 3
LUMO (spin up / spin down): 2.14 / 2.03 eV
net charge: -1
relative energy (zero: lowest compared OMol25 entry of this formula, charge and spin): 0.000 eV

Last column: Löwdin spin population.
Positions of all 122 atoms, in Å:
1 Ti 0.86 -1.55 1.55  0.949
2 C -1.68 -3.61 -1.40  0.075
3 C -0.94 -4.79 -1.59  0.047
4 C 0.28 -4.93 -1.00  0.034
5 C 0.80 -3.89 -0.20  0.089
6 N 0.06 -2.75 0.01  0.109
7 C -1.13 -2.64 -0.59  0.022
8 C 2.09 -3.91 0.42  0.154
9 C 2.99 -4.99 0.41  0.004
10 C 4.18 -4.89 1.08  0.108
11 C 4.47 -3.71 1.83  0.050
12 C 3.56 -2.70 1.86  0.046
13 N 2.43 -2.76 1.10  0.164
14 C 3.61 -1.52 2.77  0.010
15 C 4.73 -1.15 3.50  0.003
16 C 4.65 -0.03 4.32  0.011
17 C 3.46 0.68 4.37  0.005
18 C 2.39 0.23 3.63  0.010
19 N 2.46 -0.86 2.87  0.008
20 H -2.64 -3.45 -1.85  0.004
21 H -1.34 -5.58 -2.21  0.002
22 H 0.87 -5.82 -1.15  0.001
23 H -1.66 -1.71 -0.41  0.000
24 H 2.74 -5.90 -0.11  -0.002
25 H 4.88 -5.71 1.08  0.007
26 H 5.39 -3.64 2.41  0.001
27 H 5.64 -1.72 3.42  0.000
28 H 5.51 0.28 4.90  0.001
29 H 3.36 1.58 4.97  0.000
30 H 1.44 0.75 3.64  0.000
31 Cl -0.90 -0.61 7.90  0.000
32 C -0.57 -1.40 6.39  0.001
33 C -0.16 -2.72 6.36  0.001
34 Cl 0.00 -3.61 7.84  0.000
35 C 0.14 -3.32 5.14  0.000
36 Cl 0.73 -4.95 5.07  0.000
37 C 0.05 -2.62 3.94  0.005
38 O 0.39 -3.10 2.78  0.018
39 C -0.41 -1.27 3.96  0.003
40 O -0.44 -0.67 2.75  -0.006
41 C -0.70 -0.68 5.18  0.000
42 Cl -1.16 0.98 5.23  0.000
43 C -1.41 5.57 -3.60  0.000
44 C -0.94 4.63 -2.49  0.000
45 C -0.26 5.46 -1.37  0.000
46 C 0.07 3.61 -3.02  0.000
47 C 0.96 3.87 -4.06  0.000
48 C 1.84 2.89 -4.50  0.000
49 C 1.79 1.61 -3.96  0.000
50 C 0.91 1.32 -2.92  0.000
51 P 0.49 -0.40 -2.36  0.001
52 C 2.09 -1.27 -2.53  0.000
53 C 3.28 -0.66 -2.13  0.001
54 C 4.47 -1.38 -2.12  0.001
55 C 4.50 -2.71 -2.51  0.001
56 C 3.32 -3.33 -2.91  0.001
57 C 2.13 -2.62 -2.91  0.001
58 C -0.40 -0.86 -3.92  0.001
59 C 0.17 -1.30 -5.11  0.000
60 C -0.61 -1.51 -6.23  0.000
61 C -1.98 -1.28 -6.19  0.000
62 C -2.57 -0.85 -5.00  0.000
63 C -1.78 -0.65 -3.88  0.001
64 C 0.13 2.36 -2.43  0.000
65 O -0.63 2.07 -1.34  0.000
66 C -1.84 2.69 -1.19  0.000
67 C -2.74 2.04 -0.37  0.001
68 C -4.04 2.54 -0.33  0.000
69 C -4.38 3.67 -1.05  0.000
70 C -3.41 4.36 -1.77  0.000
71 C -2.11 3.87 -1.85  0.000
72 P -1.99 0.78 0.81  0.003
73 C -3.46 -0.25 1.18  0.000
74 C -4.27 -0.72 0.14  0.000
75 C -5.21 -1.72 0.37  0.000
76 C -5.35 -2.27 1.64  0.000
77 C -4.56 -1.81 2.68  0.000
78 C -3.62 -0.81 2.45  0.000
79 C -1.92 2.04 2.15  0.000
80 C -3.02 2.50 2.87  0.000
81 C -2.88 3.55 3.77  0.000
82 C -1.63 4.15 3.95  0.000
83 C -0.54 3.69 3.23  0.000
84 C -0.68 2.64 2.34  0.000
85 H -0.57 6.13 -4.01  0.000
86 H -2.11 6.30 -3.21  0.000
87 H -1.89 5.01 -4.40  0.000
88 H 0.58 6.02 -1.78  0.000
89 H 0.11 4.82 -0.58  0.000
90 H -0.98 6.17 -0.94  0.000
91 H 0.97 4.84 -4.53  0.000
92 H 2.54 3.11 -5.30  0.000
93 H 2.43 0.83 -4.35  0.000
94 H 3.28 0.37 -1.82  0.000
95 H 5.38 -0.89 -1.79  0.000
96 H 5.43 -3.26 -2.50  0.000
97 H 3.32 -4.37 -3.21  0.000
98 H 1.21 -3.12 -3.19  0.000
99 H 1.24 -1.48 -5.16  0.000
100 H -0.15 -1.85 -7.15  0.000
101 H -2.59 -1.43 -7.07  0.000
102 H -3.63 -0.67 -4.96  0.000
103 H -2.24 -0.31 -2.95  0.000
104 H -4.78 2.04 0.28  0.000
105 H -5.40 4.05 -1.02  0.000
106 H -3.67 5.28 -2.27  0.000
107 H -4.15 -0.31 -0.85  0.000
108 H -5.82 -2.07 -0.45  0.000
109 H -6.07 -3.06 1.81  0.000
110 H -4.66 -2.23 3.67  0.000
111 H -3.00 -0.46 3.27  0.000
112 H -3.99 2.04 2.74  0.000
113 H -3.74 3.90 4.32  0.000
114 H -1.52 4.97 4.65  0.000
115 H 0.44 4.14 3.37  0.000
116 H 0.18 2.29 1.78  0.000
117 B 2.86 2.52 0.26  0.005
118 C 2.04 1.16 0.40  0.029
119 N 1.45 0.17 0.51  0.012
120 H 4.03 2.22 0.42  0.001
121 H 2.47 3.27 1.15  0.001
122 H 2.65 2.98 -0.84  0.002

multiplicity of number 2 (C61H39NO11PS)? 1